57
Properties=species:S:1:pos:R:3 method="wB97M-V/def2-TZVPD" charge=0 relative_energy_ev=19.717 e_tot_ev=-48308.1773 homo_lumo_gap_ha=0.260 fmax_ev_per_a=15.25
O 3.78611 -1.55044 -4.01525
C 2.78568 -0.72038 -3.73146
N 1.43194 -0.99005 -4.12116
H 0.80985 -0.33024 -3.95241
C 1.19854 -2.05790 -4.95312
H 0.46138 -2.07916 -5.65257
H 2.22479 -2.76211 -5.43546
C 0.57957 -3.22558 -3.90236
C -0.52341 -2.73985 -3.05656
C -0.31984 -2.66460 -1.63013
C -1.59060 -2.41382 -0.74644
C -2.64738 -1.52128 -1.61099
C -2.81922 -2.07733 -2.80835
C -1.75434 -2.39366 -3.64222
H -1.96604 -2.91233 -4.58635
H -1.43059 -1.43532 -4.13421
H -3.58483 -1.72153 -3.22872
H -3.10924 -3.32488 -2.48488
H -3.52712 -1.31340 -0.76657
H -2.10381 -0.63810 -1.74713
H -1.07532 -1.60933 -0.00738
H -1.86354 -3.36681 -0.29294
H 0.50026 -3.15108 -1.13165
H 1.57584 -3.74765 -3.18435
H 0.05105 -4.10992 -4.43795
C 2.91352 0.56062 -3.01508
H 4.15262 0.80841 -2.90854
H 2.37211 1.30183 -3.63128
O 2.40897 0.38009 -1.84752
C 1.08174 0.75300 -1.69147
O 0.20891 1.03257 -2.69540
C 0.44430 0.80018 -0.44085
C -0.77466 1.26063 -0.05060
C -1.19557 1.28000 1.12652
C -0.52087 0.57075 2.12862
C 0.50516 -0.14041 2.01115
C 1.09314 0.19181 0.60956
H 2.29034 -0.58633 0.54547
H 1.13980 -0.57348 2.72289
S -1.33260 0.20009 3.76000
O -2.30505 1.18774 4.02122
O -1.32138 -1.27513 4.09716
N 0.00656 0.89495 4.70787
C 0.29681 2.31898 5.01674
C 0.65993 2.63567 6.16846
C 1.01786 4.10995 6.66525
C 0.76152 5.03099 5.68093
C 0.20717 4.69728 4.51689
C -0.30081 3.28848 4.13144
H -0.63021 2.83128 3.11631
H -0.25390 5.35380 3.68775
H 0.77855 6.03118 5.82416
H 1.31172 4.40095 7.61941
H 1.11097 1.91332 7.09824
H 0.25995 0.29475 5.67796
H -2.21424 1.44657 1.56047
H -1.26208 1.85622 -0.95313